107
Properties=species:S:1:pos:R:3:lowdin_charge:R:1 method="wB97M-V/def2-TZVPD" relative_energy_kcal_mol=6.7 total_charge=-1 gap_ev=8.811 lumo_ev=1.999
B 24.4685 27.7002 10.3735 -1.15
F 23.7915 26.5770 9.7919 0.07
F 24.1900 27.6010 11.7938 0.05
F 25.8447 27.6502 10.0426 0.11
F 23.8720 28.8940 9.8896 0.10
C 27.6826 23.7794 11.9335 -0.07
C 27.1591 22.8728 10.8163 -0.41
C 25.7004 23.2234 10.5120 -0.21
O 25.2720 22.3621 9.4620 -0.18
C 24.5035 23.0511 8.4891 -0.11
N 28.0319 23.1337 9.6355 0.04
H 27.4087 24.8286 11.7712 0.08
H 28.7443 23.6880 12.1443 0.08
H 27.1864 23.5533 12.8951 0.06
H 27.2474 21.8373 11.1602 0.13
H 25.6830 24.2964 10.2919 0.11
H 25.1072 23.0855 11.4250 0.10
H 24.0052 22.2939 7.8784 0.09
H 25.0756 23.6957 7.8058 0.08
H 23.7580 23.7084 8.9431 0.08
H 28.0072 24.1555 9.4898 0.03
H 27.4566 22.8268 8.8349 0.06
C 29.1435 28.2121 9.5610 -0.05
C 28.6490 29.5424 10.1224 -0.44
C 29.7796 30.5145 10.3208 -0.20
O 29.3792 31.7179 10.9611 -0.19
C 29.1773 31.5802 12.3336 -0.13
N 27.5439 30.0844 9.3187 0.07
H 29.2774 28.3672 8.4820 0.07
H 28.3739 27.4423 9.6335 0.04
H 30.0673 27.8639 10.0130 0.09
H 28.2159 29.2778 11.1056 0.12
H 30.2129 30.8483 9.3774 0.13
H 30.5494 30.0416 10.9436 0.12
H 28.5041 32.3783 12.6685 0.09
H 30.1046 31.7044 12.8996 0.09
H 28.6199 30.6857 12.6288 0.08
H 26.7758 29.4175 9.3373 0.04
H 27.2031 30.9519 9.7205 0.07
C 22.9223 33.6406 12.3868 -0.06
C 22.4084 32.5335 11.4612 -0.43
C 21.0267 32.8326 10.9456 -0.25
O 20.3996 31.9179 10.0976 -0.17
C 19.8887 30.7704 10.7952 -0.09
N 23.3832 32.3598 10.3253 0.06
H 22.5156 33.5560 13.3946 0.08
H 22.6026 34.6030 11.9669 0.08
H 24.0079 33.6511 12.4252 0.07
H 22.4489 31.6098 12.0672 0.13
H 21.1447 33.7677 10.3695 0.13
H 20.3762 33.2117 11.7533 0.13
H 20.7105 30.0858 11.0210 0.08
H 19.1343 30.3212 10.1577 0.07
H 19.3666 31.0927 11.7058 0.10
H 22.9363 31.5687 9.8502 0.06
H 24.2502 32.0398 10.7456 0.05
C 18.6186 27.6714 10.7898 -0.09
C 17.7902 27.3395 12.0077 -0.30
O 17.1608 28.5583 12.4832 -0.09
H 19.4826 28.2276 11.1449 0.05
H 18.0748 28.2688 10.0603 0.07
H 18.9756 26.8046 10.2357 0.08
H 18.3818 26.8897 12.8151 0.11
H 17.0035 26.5946 11.8038 0.10
H 17.2464 28.5868 13.4398 0.07
C 23.5952 31.0515 6.7490 -0.08
C 24.9948 31.4210 7.2473 -0.30
O 25.0962 32.8132 7.6324 -0.11
H 23.3219 31.6109 5.8557 0.08
H 22.8682 31.1894 7.5454 0.06
H 23.6795 29.9883 6.5045 0.06
H 25.8099 31.2242 6.5572 0.11
H 25.1602 30.8290 8.1604 0.08
H 24.4526 33.0104 8.3274 0.04
C 28.4648 25.2372 6.7311 -0.07
C 27.9956 26.4050 7.5732 -0.30
O 27.5799 25.9764 8.8751 -0.15
H 27.7336 24.4294 6.7598 0.06
H 29.3998 24.8135 7.0962 0.08
H 28.5850 25.6399 5.7238 0.08
H 27.1035 26.8541 7.1222 0.11
H 28.7452 27.2009 7.6385 0.07
H 26.8148 26.5266 9.1578 0.06
C 25.2958 30.0868 13.8846 -0.62
O 25.6293 30.9584 14.7186 -0.03
N 25.4354 30.2563 12.5175 0.18
N 24.6985 28.8981 14.2505 0.15
H 25.0037 29.5924 11.8938 0.06
H 25.8063 31.1130 12.1658 0.08
H 24.4878 28.7988 15.2230 0.10
H 24.2940 28.2710 13.5772 0.05
C 25.0057 24.1751 14.4293 -0.67
O 25.8078 24.1226 15.3554 0.01
N 24.3992 23.0434 13.9176 0.13
N 24.7046 25.3538 13.7734 0.17
H 24.4354 22.2073 14.4791 0.10
H 23.5553 23.0335 13.3743 0.09
H 24.1677 25.3672 12.9271 0.08
H 25.3075 26.1361 13.9544 0.09
C 22.8919 27.3819 6.3814 -0.64
O 22.6189 27.3409 5.1679 -0.02
N 24.0388 26.8305 6.9280 0.17
N 22.1232 28.0898 7.2894 0.16
H 24.1372 26.9574 7.9326 0.06
H 24.6439 26.2412 6.4049 0.09
H 22.4707 28.1368 8.2254 0.06
H 21.4970 28.7291 6.8491 0.10

***

68
Properties=species:S:1:pos:R:3:nbo_charge:R:1 method="wB97M-V/def2-TZVPD" relative_energy_kcal_mol=0.0 total_charge=+1 gap_ev=2.588 lumo_ev=-5.398
C -0.1174 6.3112 -2.5617 -0.65
C -0.1490 5.2490 -1.5131 0.10
C -1.2685 5.1161 -0.6767 -0.23
C -1.3057 4.1337 0.2981 -0.09
C -0.2106 3.2405 0.4778 -0.19
C -0.2490 2.2313 1.4838 0.07
C 0.7461 1.2718 1.6343 -0.32
C 0.7711 0.2932 2.6198 0.08
C 1.8432 -0.6324 2.7757 -0.20
C 1.7747 -1.6660 3.7533 -0.09
C 2.8185 -2.5602 3.9178 -0.23
C 3.9708 -2.4659 3.1212 0.10
C 5.0968 -3.4267 3.3179 -0.65
C 4.0561 -1.4629 2.1469 -0.25
C 3.0212 -0.5605 1.9700 -0.04
C 0.9174 3.3930 -0.3857 -0.05
C 0.9377 4.3794 -1.3559 -0.25
H 0.8227 6.2703 -3.1177 0.23
H -0.9427 6.1991 -3.2746 0.25
H -0.2138 7.3118 -2.1241 0.24
H -2.1095 5.8009 -0.8058 0.24
H -2.1759 4.0236 0.9494 0.23
H -1.1205 2.1787 2.1407 0.23
H 1.5593 1.2722 0.9101 0.21
H -0.0809 0.2272 3.3004 0.22
H 0.8773 -1.7341 4.3718 0.23
H 2.7599 -3.3484 4.6716 0.24
H 5.9076 -3.2166 2.6155 0.23
H 5.5018 -3.3684 4.3354 0.25
H 4.7730 -4.4635 3.1687 0.25
H 4.9539 -1.3966 1.5277 0.23
H 3.1211 0.2153 1.2103 0.20
H 1.7824 2.7370 -0.2841 0.20
H 1.8071 4.4901 -2.0082 0.23
C -0.4293 3.5009 5.0312 -0.25
O -0.3653 4.3811 6.1754 -0.53
C -0.0057 5.6855 5.9517 0.10
C 1.4201 5.9589 5.7846 -0.08
C 1.9040 6.4764 4.5665 -0.23
C 3.2477 6.8348 4.4627 -0.23
C 4.1116 6.6148 5.5404 -0.17
C 3.6468 5.9971 6.7085 -0.23
C 2.3109 5.6297 6.8230 -0.20
C -1.0718 6.5824 5.8759 0.03
N -1.0147 7.9519 5.7477 -0.40
C 0.2345 8.6929 5.7133 -0.40
C -2.2415 8.5694 5.6566 0.17
C -2.3297 10.0413 5.4264 -0.65
C -3.2745 7.6992 5.8320 -0.25
C -4.7238 8.0203 5.8665 -0.63
S -2.7437 6.0697 6.0290 0.36
H -0.6339 2.5077 5.4328 0.19
H -1.2443 3.8260 4.3742 0.17
H 0.5182 3.4997 4.4789 0.17
H 1.1860 6.6359 3.7570 0.21
H 3.6013 7.3053 3.5431 0.21
H 5.1556 6.9168 5.4643 0.21
H 4.3214 5.8039 7.5437 0.22
H 1.9079 5.1413 7.7134 0.23
H 0.0279 9.7273 5.9968 0.21
H 0.9591 8.2823 6.4252 0.23
H 0.6789 8.7026 4.7091 0.20
H -3.3879 10.2985 5.3208 0.23
H -1.9435 10.6437 6.2628 0.23
H -1.8264 10.3727 4.5052 0.22
H -4.8861 9.0904 5.7191 0.22
H -5.2581 7.4762 5.0774 0.21
H -5.1680 7.7345 6.8292 0.22

***

19
Properties=species:S:1:pos:R:3:nbo_charge:R:1 method="wB97M-V/def2-TZVPD" relative_energy_kcal_mol=113.7 gap_ev=8.571 lumo_ev=0.753
C -1.5782 -0.9452 2.0270 -0.61
C -1.8934 -0.1143 0.7856 -0.39
C -0.8094 -0.2436 -0.2657 -0.36
C -0.5339 0.8268 -1.2669 -0.55
C 0.3846 0.6721 -0.0635 -0.02
C 2.7799 0.5563 -1.1347 -0.26
O 1.7236 -0.3529 -0.7964 -0.60
H -2.3301 -0.8058 2.8115 0.21
H -0.6025 -0.6516 2.4302 0.21
H -1.5379 -2.0153 1.7881 0.19
H -1.9842 0.9425 1.0684 0.20
H -2.8640 -0.4071 0.3620 0.20
H -0.6338 -1.2607 -0.6172 0.22
H -1.1298 1.7389 -1.2823 0.22
H -0.2008 0.5031 -2.2506 0.22
H 2.4513 1.0837 -2.0302 0.20
H 3.6924 -0.0078 -1.3469 0.18
H 2.9233 1.2738 -0.3229 0.21
H 1.9601 -0.7958 0.0319 0.51